Entry 1:
This record from OMol25 describes a 13-piece molecular cluster, C40H84N4O17 overall at a distorted geometry. The level of theory is the ωB97M-V functional and the def2-TZVPD basis.

Lowest unoccupied orbital energy in Ha: 0.0046
Maximum force in eV Å⁻¹: 2.40
Molar mass in g mol⁻¹: 893.12
HOMO-LUMO gap in eV: 9.266
HOMO level in Ha: -0.33587

Bonds (Å) are listed after each position.
CARTESIAN COORDINATES (ANGSTROEM)
1 C 2.3243 1.5667 -1.3101  C2 1.568, C5 1.509, H6 1.092, H7 1.076
2 C 2.8731 1.1154 -2.7082  C1 1.568, C3 1.513, H8 1.098, H9 1.090
3 C 4.3622 0.9726 -2.4844  C2 1.513, O4 1.439, H10 1.107, H11 1.085
4 O 4.5611 0.6620 -1.0940  C3 1.439, C5 1.467
5 C 3.3027 0.8957 -0.3768  C1 1.509, O4 1.467, H12 1.103, H13 1.056
6 H 1.2711 1.3279 -1.1446  C1 1.092
7 H 2.3754 2.6411 -1.3020  C1 1.076
8 H 2.6885 1.7964 -3.5491  C2 1.098
9 H 2.4898 0.1387 -3.0055  C2 1.090
10 H 4.8466 1.9467 -2.6875  C3 1.107
11 H 4.7914 0.1599 -3.0611  C3 1.085
12 H 3.4791 1.3931 0.5915  C5 1.103
13 H 2.9700 -0.0690 -0.1067  C5 1.056
14 C -2.1359 1.4433 -4.3762  C15 1.557, C18 1.509, H19 1.098, H20 1.089
15 C -0.6254 1.1215 -4.1776  C14 1.557, C16 1.541, H21 1.106, H22 1.080
16 C 0.0099 2.5249 -4.1605  C15 1.541, O17 1.409, H23 1.110, H24 1.092
17 O -0.9752 3.4624 -4.5313  C16 1.409, C18 1.436
18 C -2.0332 2.7263 -5.1636  C14 1.509, O17 1.436, H25 1.094, H26 1.090
19 H -2.4494 1.7139 -3.3591  C14 1.098
20 H -2.7931 0.6450 -4.7167  C14 1.089
21 H -0.1719 0.4681 -4.9461  C15 1.106
22 H -0.5264 0.6774 -3.1983  C15 1.080
23 H 0.9268 2.5297 -4.7857  C16 1.110
24 H 0.3820 2.8067 -3.1733  C16 1.092
25 H -1.8303 2.5983 -6.2311  C18 1.094
26 H -2.9516 3.3094 -5.0934  C18 1.090
27 C -1.0037 4.3385 0.5792  C28 1.531, C31 1.504, H32 1.102, H33 1.084
28 C -0.7435 4.1279 -0.9152  C27 1.531, C29 1.499, H34 1.089, H35 1.094
29 C -1.6054 5.2303 -1.4539  C28 1.499, O30 1.448, H36 1.085, H37 1.076
30 O -2.7932 5.2585 -0.6258  C29 1.448, C31 1.431
31 C -2.4657 4.6855 0.6444  C27 1.504, O30 1.431, H38 1.093, H39 1.096
32 H -0.3403 5.1223 0.9788  C27 1.102
33 H -0.7686 3.4619 1.1712  C27 1.084
34 H -0.9699 3.1349 -1.3006  C28 1.089
35 H 0.3198 4.2982 -1.1084  C28 1.094
36 H -1.8787 5.0219 -2.4835  C29 1.085
37 H -1.0797 6.1672 -1.4026  C29 1.076
38 H -3.0824 3.7964 0.7954  C31 1.093
39 H -2.7212 5.3356 1.4892  C31 1.096
40 C 5.1589 -0.4556 2.3358  C41 1.534, C44 1.547, H45 1.101, H46 1.103
41 C 3.7062 -0.6332 2.7968  C40 1.534, C42 1.538, H47 1.079, H48 1.103
42 C 3.3840 -2.0336 2.2479  C41 1.538, O43 1.457, H49 1.090, H50 1.072
43 O 4.2729 -2.2321 1.1112  C42 1.457, C44 1.423
44 C 5.5184 -1.7889 1.6384  C40 1.547, O43 1.423, H51 1.095, H52 1.096
45 H 5.9107 -0.4097 3.1394  C40 1.101
46 H 5.3480 0.3681 1.6268  C40 1.103
47 H 3.0867 0.1627 2.4138  C41 1.079
48 H 3.5858 -0.6737 3.8921  C41 1.103
49 H 2.3356 -2.1341 1.9658  C42 1.090
50 H 3.5626 -2.8353 2.9375  C42 1.072
51 H 6.1888 -1.6067 0.7921  C44 1.095
52 H 6.0410 -2.4561 2.3331  C44 1.096
53 C -2.0039 -5.4613 -0.2706  C54 1.575, C57 1.558, H58 1.082, H59 1.071
54 C -2.3516 -5.4178 -1.8064  C53 1.575, C55 1.513, H60 1.105, H61 1.122
55 C -3.7456 -4.8368 -1.7110  C54 1.513, O56 1.431, H62 1.115, H63 1.094
56 O -3.6814 -3.8811 -0.6480  C55 1.431, C57 1.407
57 C -2.8949 -4.3774 0.4077  C53 1.558, O56 1.407, H64 1.104, H65 1.098
58 H -0.9796 -5.1833 -0.0594  C53 1.082
59 H -2.2113 -6.4577 0.0639  C53 1.071
60 H -2.2452 -6.4152 -2.2697  C54 1.105
61 H -1.5828 -4.7207 -2.2337  C54 1.122
62 H -4.4017 -5.6856 -1.4086  C55 1.115
63 H -4.1232 -4.3105 -2.5930  C55 1.094
64 H -3.5055 -4.8778 1.1795  C57 1.104
65 H -2.2858 -3.6309 0.9351  C57 1.098
66 C -0.0969 -2.8912 4.0723  C67 1.521, C70 1.558, H71 1.089, H72 1.084
67 C -1.2853 -3.1731 3.1664  C66 1.521, C68 1.534, H73 1.119, H74 1.070
68 C -2.2784 -2.0665 3.5447  C67 1.534, O69 1.444, H75 1.096, H76 1.084
69 O -1.4488 -0.9664 3.9782  C68 1.444, C70 1.427
70 C -0.1507 -1.3716 4.4103  C66 1.558, O69 1.427, H77 1.085, H78 1.061
71 H 0.8365 -3.0880 3.5467  C66 1.089
72 H -0.1488 -3.4573 4.9954  C66 1.084
73 H -1.6674 -4.1997 3.3924  C67 1.119
74 H -1.0239 -3.1016 2.1309  C67 1.070
75 H -2.9235 -2.4367 4.3498  C68 1.096
76 H -2.8943 -1.7799 2.6993  C68 1.084
77 H -0.0009 -1.2165 5.4734  C70 1.085
78 H 0.4733 -0.7909 3.7784  C70 1.061
79 C 1.0425 -2.2310 -4.6716  C80 1.554, C83 1.488, H84 1.128, H85 1.095
80 C 2.4420 -2.9003 -4.5830  C79 1.554, C81 1.546, H86 1.120, H87 1.090
81 C 1.9751 -4.3731 -4.6483  C80 1.546, O82 1.404, H88 1.096, H89 1.066
82 O 0.8111 -4.3976 -3.8636  C81 1.404, C83 1.445
83 C 0.2319 -3.0779 -3.7555  C79 1.488, O82 1.445, H90 1.076, H91 1.074
84 H 0.6725 -2.2528 -5.7367  C79 1.128
85 H 1.1538 -1.2007 -4.3164  C79 1.095
86 H 2.9232 -2.6557 -3.6012  C80 1.120
87 H 3.0922 -2.6130 -5.4089  C80 1.090
88 H 2.6460 -5.1374 -4.2410  C81 1.096
89 H 1.7911 -4.6498 -5.6611  C81 1.066
90 H 0.2279 -2.7615 -2.7273  C83 1.076
91 H -0.8062 -3.1062 -4.0297  C83 1.074
92 C 3.5075 3.5750 2.6340  C93 1.546, C96 1.514, H97 1.100, H98 1.096
93 C 2.2518 3.9255 1.8025  C92 1.546, C94 1.546, H99 1.080, H100 1.083
94 C 2.6757 5.2156 1.0645  C93 1.546, O95 1.430, H101 1.104, H102 1.073
95 O 3.9517 5.5854 1.5945  C94 1.430, C96 1.424
96 C 4.6069 4.3790 1.9726  C92 1.514, O95 1.424, H103 1.075, H104 1.101
97 H 3.8142 2.5202 2.6804  C92 1.100
98 H 3.4166 3.9887 3.6444  C92 1.096
99 H 1.4426 4.1787 2.4714  C93 1.080
100 H 1.9109 3.2081 1.0659  C93 1.083
101 H 1.9929 6.0773 1.1669  C94 1.104
102 H 2.7010 4.9997 0.0135  C94 1.073
103 H 5.4530 4.5587 2.6110  C96 1.075
104 H 4.9954 3.9382 1.0416  C96 1.101
105 C -0.5774 0.7621 1.2453  C106 1.559, C109 1.478, H110 1.070, H111 1.099
106 C 0.2174 -0.4425 0.6547  C105 1.559, C107 1.538, H112 1.102, H113 1.089
107 C -0.4855 -0.7885 -0.6690  C106 1.538, O108 1.423, H114 1.121, H115 1.088
108 O -1.4480 0.2398 -0.8705  C107 1.423, C109 1.470
109 C -1.8344 0.7010 0.4704  C105 1.478, O108 1.470, H116 1.117, H117 1.098
110 H -0.0443 1.6653 1.0306  C105 1.070
111 H -0.7532 0.6655 2.3260  C105 1.099
112 H 0.1101 -1.3010 1.3369  C106 1.102
113 H 1.2757 -0.1985 0.5787  C106 1.089
114 H -0.9803 -1.7925 -0.6107  C107 1.121
115 H 0.2057 -0.7434 -1.5086  C107 1.088
116 H -2.4816 -0.0807 0.9360  C109 1.117
117 H -2.4264 1.6186 0.3577  C109 1.098
118 C -4.3810 -0.8446 -1.4975  N119 1.502, H122 1.079, H123 1.101, H124 1.084
119 N -5.2381 -1.1344 -0.2981  C118 1.502, O120 1.216, O121 1.242
120 O -6.3802 -1.4883 -0.5205  N119 1.216
121 O -4.6936 -0.9719 0.8060  N119 1.242
122 H -4.9929 -0.3563 -2.2402  C118 1.079
123 H -4.0331 -1.8508 -1.7775  C118 1.101
124 H -3.5033 -0.2948 -1.1780  C118 1.084
125 C -2.1914 2.9730 5.5525  N126 1.507, H129 1.100, H130 1.110, H131 1.088
126 N -1.6110 2.9287 4.1625  C125 1.507, O127 1.213, O128 1.192
127 O -0.4001 2.9428 4.0922  N126 1.213
128 O -2.3305 2.9004 3.2123  N126 1.192
129 H -2.3304 1.9149 5.8198  C125 1.100
130 H -3.1777 3.4749 5.4679  C125 1.110
131 H -1.4548 3.4562 6.1907  C125 1.088
132 C 2.5925 -5.2573 -0.7553  N133 1.496, H136 1.074, H137 1.096, H138 1.097
133 N 1.7871 -4.0633 -0.3493  C132 1.496, O134 1.220, O135 1.198
134 O 1.1499 -4.1263 0.6887  N133 1.220
135 O 1.8799 -3.0570 -0.9932  N133 1.198
136 H 3.5889 -4.9364 -0.9952  C132 1.074
137 H 2.1098 -5.5799 -1.6847  C132 1.096
138 H 2.5110 -5.9810 0.0654  C132 1.097
139 C -5.4307 1.8034 2.4094  N140 1.519, H143 1.093, H144 1.114, H145 1.091
140 N -5.5343 2.9652 3.3825  C139 1.519, O141 1.219, O142 1.228
141 O -5.6719 4.0751 2.8965  N140 1.219
142 O -5.3603 2.6860 4.5660  N140 1.228
143 H -6.0123 0.9757 2.8245  C139 1.093
144 H -4.3426 1.5717 2.3585  C139 1.114
145 H -5.7567 2.1467 1.4261  C139 1.091

Entry 2:
This record from OMol25 describes a 4-piece molecular cluster, C41H79NO12 overall at a distorted geometry. The level of theory is the ωB97M-V functional and the def2-TZVPD basis.

Lowest unoccupied orbital energy in Ha: -0.0489
SMILES: CCCCCCCC1=C(CCC(C)C)C(=O)C(CC=O)=C(CCCN)C1=O.COCCOCCOC.COCCOCCOC.COCCOCCOC
Maximum force in eV Å⁻¹: 4.65
Molar mass in g mol⁻¹: 778.08
ΔE to the lowest compared entry with this formula, charge and spin in eV: 4.799
HOMO-LUMO gap in eV: 7.739
HOMO level in Ha: -0.33329

Bonds (Å) are listed after each position.
CARTESIAN COORDINATES (ANGSTROEM)
1 C -1.3380 0.5925 0.3235  C2 1.616, H28 1.145, H29 1.154, H30 1.141
2 C -1.0565 2.1701 0.1163  C1 1.616, C3 1.613, H31 1.142, H32 1.138
3 C 0.5176 2.5218 0.1196  C2 1.613, C4 1.613, H33 1.154, H34 1.145
4 C 0.8919 3.7564 1.0872  C3 1.613, C5 1.607, H35 1.150, H36 1.155
5 C 0.4384 3.5258 2.6113  C4 1.607, C6 1.611, H37 1.152, H38 1.150
6 C 0.7888 2.0179 3.0575  C5 1.611, C7 1.634, H39 1.141, H40 1.156
7 C 0.6930 1.8257 4.6773  C6 1.634, C8 1.587, H41 1.136, H42 1.154
8 C 1.7735 0.7790 5.1828  C7 1.587, C9 1.414, C26 1.605
9 C 2.4827 0.9659 6.3913  C8 1.414, C10 1.597, C15 1.608
10 C 2.3509 2.2206 7.3702  C9 1.597, C11 1.601, H43 1.155, H44 1.136
11 C 1.7970 1.8646 8.8295  C10 1.601, C12 1.599, H45 1.150, H46 1.153
12 C 0.2039 1.8123 8.9554  C11 1.599, C13 1.615, C14 1.626, H47 1.156
13 C -0.5558 3.0991 8.3416  C12 1.615, H48 1.139, H49 1.152, H50 1.154
14 C -0.4385 0.4076 8.4466  C12 1.626, H51 1.153, H52 1.155, H53 1.138
15 C 3.5569 -0.1518 6.8189  C9 1.608, O16 1.261, C17 1.610
16 O 4.0817 -0.1944 7.9643  C15 1.261
17 C 4.0825 -1.2762 5.7931  C15 1.610, C18 1.592, C21 1.415
18 C 5.3621 -2.1576 6.1402  C17 1.592, C19 1.594, H54 1.154, H55 1.148
19 C 6.7181 -1.6611 5.4655  C18 1.594, O20 1.261, H56 1.145
20 O 7.6291 -1.2073 6.2098  C19 1.261
21 C 3.3759 -1.4670 4.5819  C17 1.415, C22 1.612, C26 1.614
22 C 3.8066 -2.5326 3.4521  C21 1.612, C23 1.604, H57 1.148, H58 1.154
23 C 2.8570 -3.8243 3.3879  C22 1.604, C24 1.613, H59 1.150, H60 1.146
24 C 2.3257 -4.2861 4.8391  C23 1.613, N25 1.485, H61 1.139, H62 1.139
25 N 1.0312 -3.6246 5.1437  C24 1.485, H63 1.026, H64 1.030
26 C 2.0633 -0.5581 4.3440  C8 1.605, C21 1.614, O27 1.271
27 O 1.2516 -0.9948 3.4694  C26 1.271
28 H -2.2579 0.3399 -0.3096  C1 1.145
29 H -1.6607 0.4110 1.4170  C1 1.154
30 H -0.4446 -0.0708 0.0717  C1 1.141
31 H -1.6333 2.7112 0.9405  C2 1.142
32 H -1.4961 2.4812 -0.8866  C2 1.138
33 H 0.7970 2.7906 -0.9678  C3 1.154
34 H 1.1160 1.5806 0.3771  C3 1.145
35 H 0.5101 4.7473 0.6444  C4 1.150
36 H 2.0436 3.8379 1.0515  C4 1.155
37 H 0.9879 4.3151 3.2446  C5 1.152
38 H -0.6842 3.7515 2.7180  C5 1.150
39 H 0.1469 1.2311 2.5380  C6 1.141
40 H 1.9048 1.8402 2.8144  C6 1.156
41 H 0.7916 2.8704 5.1123  C7 1.136
42 H -0.3761 1.4317 4.8599  C7 1.154
43 H 3.4300 2.6045 7.5226  C10 1.155
44 H 1.7716 3.0963 6.9362  C10 1.136
45 H 2.1930 0.8692 9.2484  C11 1.150
46 H 2.1822 2.6660 9.5641  C11 1.153
47 H -0.0294 1.8354 10.0871  C12 1.156
48 H -1.0007 2.8772 7.3173  C13 1.139
49 H -1.4270 3.4369 9.0162  C13 1.152
50 H 0.2124 3.9597 8.3079  C13 1.154
51 H -1.5736 0.3746 8.6480  C14 1.153
52 H 0.0085 -0.3891 9.1538  C14 1.155
53 H -0.1654 0.1583 7.3708  C14 1.138
54 H 5.1976 -3.2414 5.7780  C18 1.154
55 H 5.4707 -2.2100 7.2819  C18 1.148
56 H 6.8572 -1.7666 4.3340  C19 1.145
57 H 4.9259 -2.7787 3.5262  C22 1.148
58 H 3.6891 -1.9819 2.4444  C22 1.154
59 H 3.4575 -4.6597 2.8740  C23 1.150
60 H 1.9847 -3.5823 2.6858  C23 1.146
61 H 2.2414 -5.4217 4.8311  C24 1.139
62 H 3.0693 -3.9813 5.6464  C24 1.139
63 H 0.5652 -3.3463 4.2726  N25 1.026
64 H 1.1908 -2.7772 5.7062  N25 1.030
65 C -7.8697 -2.3126 1.1796  O66 1.415, H74 1.094, H75 1.090, H76 1.095
66 O -6.6132 -1.8089 1.5928  C65 1.415, C67 1.423
67 C -6.6613 -0.4390 1.9743  O66 1.423, C68 1.524, H77 1.098, H78 1.096
68 C -5.7027 -0.1645 3.1265  C67 1.524, O69 1.430, H79 1.094, H80 1.091
69 O -6.1352 -0.6735 4.3907  C68 1.430, C70 1.430
70 C -6.1445 -2.0946 4.5461  O69 1.430, C71 1.524, H81 1.089, H82 1.094
71 C -4.7596 -2.7280 4.6090  C70 1.524, O72 1.425, H83 1.097, H84 1.095
72 O -4.1471 -2.7411 3.3226  C71 1.425, C73 1.416
73 C -2.7559 -2.4823 3.3711  O72 1.416, H85 1.095, H86 1.092, H87 1.094
74 H -8.1279 -1.9191 0.1918  C65 1.094
75 H -7.7980 -3.3989 1.1254  C65 1.090
76 H -8.6540 -2.0607 1.9014  C65 1.095
77 H -7.6763 -0.1464 2.2728  C67 1.098
78 H -6.3630 0.1546 1.1029  C67 1.096
79 H -5.6447 0.9203 3.2591  C68 1.094
80 H -4.6895 -0.4981 2.8979  C68 1.091
81 H -6.7730 -2.5663 3.7918  C70 1.089
82 H -6.6337 -2.2753 5.5083  C70 1.094
83 H -4.8505 -3.7717 4.9336  C71 1.097
84 H -4.1442 -2.1863 5.3344  C71 1.095
85 H -2.5427 -1.5822 3.9577  C73 1.095
86 H -2.4094 -2.3084 2.3507  C73 1.092
87 H -2.2246 -3.3429 3.7875  C73 1.094
88 C 2.8738 4.2857 -7.1286  O89 1.415, H97 1.094, H98 1.090, H99 1.095
89 O 2.1278 3.1254 -6.8115  C88 1.415, C90 1.423
90 C 2.8228 2.2370 -5.9440  O89 1.423, C91 1.524, H100 1.098, H101 1.096
91 C 1.8571 1.5523 -4.9845  C90 1.524, O92 1.430, H102 1.094, H103 1.091
92 O 1.3574 2.3960 -3.9436  C91 1.430, C93 1.431
93 C 0.4603 3.4388 -4.3388  O92 1.431, C94 1.524, H104 1.089, H105 1.095
94 C -0.9077 2.9470 -4.7963  C93 1.524, O95 1.424, H106 1.097, H107 1.095
95 O -0.8258 2.3462 -6.0851  C94 1.424, C96 1.416
96 C -1.6634 1.2125 -6.2222  O95 1.416, H108 1.095, H109 1.092, H110 1.093
97 H 3.6793 4.0379 -7.8264  C88 1.094
98 H 2.2008 5.0035 -7.5979  C88 1.090
99 H 3.2872 4.7493 -6.2265  C88 1.095
100 H 3.5898 2.7677 -5.3652  C90 1.098
101 H 3.3107 1.4818 -6.5704  C90 1.096
102 H 2.4068 0.7580 -4.4700  C91 1.094
103 H 1.0394 1.0622 -5.5151  C91 1.091
104 H 0.9242 4.0948 -5.0744  C93 1.089
105 H 0.3095 4.0458 -3.4404  C93 1.095
106 H -1.5923 3.7998 -4.8808  C94 1.097
107 H -1.3085 2.2456 -4.0574  C94 1.095
108 H -1.5152 0.5121 -5.3933  C96 1.095
109 H -1.3903 0.7018 -7.1476  C96 1.092
110 H -2.7113 1.5198 -6.2783  C96 1.093
111 C 1.9142 0.4754 -11.3689  O112 1.415, H120 1.094, H121 1.090, H122 1.095
112 O 1.6704 -0.7118 -10.6377  C111 1.415, C113 1.423
113 C 1.2196 -0.4646 -9.3109  O112 1.423, C114 1.524, H123 1.098, H124 1.096
114 C 0.2124 -1.5225 -8.8762  C113 1.524, O115 1.430, H125 1.095, H126 1.091
115 O -1.0755 -1.3968 -9.4845  C114 1.430, C116 1.429
116 C -1.1602 -1.6811 -10.8827  O115 1.429, C117 1.524, H127 1.089, H128 1.094
117 C -0.9849 -3.1535 -11.2360  C116 1.524, O118 1.425, H129 1.097, H130 1.095
118 O 0.3775 -3.5506 -11.1049  C117 1.425, C119 1.416
119 C 0.5235 -4.8583 -10.5824  O118 1.416, H131 1.095, H132 1.091, H133 1.094
120 H 2.8315 0.9553 -11.0148  C111 1.094
121 H 2.0315 0.2083 -12.4193  C111 1.090
122 H 1.0713 1.1701 -11.2885  C111 1.095
123 H 0.7581 0.5281 -9.2279  C113 1.098
124 H 2.0960 -0.5043 -8.6543  C113 1.096
125 H 0.0369 -1.3936 -7.8034  C114 1.095
126 H 0.6055 -2.5323 -9.0009  C114 1.091
127 H -0.4856 -1.0435 -11.4527  C116 1.089
128 H -2.1744 -1.3908 -11.1739  C116 1.094
129 H -1.2677 -3.3128 -12.2836  C117 1.097
130 H -1.6364 -3.7606 -10.5994  C117 1.095
131 H -0.0686 -4.9852 -9.6699  C119 1.095
132 H 1.5741 -5.0034 -10.3247  C119 1.091
133 H 0.2323 -5.6009 -11.3305  C119 1.094